<P>
Entry from the Open Molecules 2025 dataset: a cluster of 2 separate species, C4H12N2O2 in total (the ωB97M-V functional and the def2-TZVPD basis).

Values from the calculation:
HOMO	-9.234	eV
frontier orbital gap	10.0	eV
spin multiplicity	1
SMILES	CNCC(=O)NC.O

Geometry as XYZ:
```
20
C4H12N2O2 the ωB97M-V functional and the def2-TZVPD basis
C 0.02255 2.19467 -1.57543
N 1.19492 1.42515 -1.20479
C 0.88070 0.03395 -0.87903
C -0.11967 -0.08585 0.26857
O -0.14850 0.76150 1.14755
N -1.14065 -0.98933 0.13362
C -0.82997 -2.39934 -0.21637
H 0.26766 3.24879 -1.60189
H -0.89169 2.08972 -0.98435
H -0.30404 1.89734 -2.57627
H 1.62149 1.82886 -0.38166
H 0.48977 -0.38728 -1.80613
H 1.79119 -0.42729 -0.57291
H -1.74809 -0.94730 0.94086
H -0.34153 -2.40102 -1.18669
H -0.20439 -2.85363 0.55078
H -1.78080 -2.90661 -0.28147
O 0.32674 -0.34369 3.62233
H 1.12464 0.18310 3.67082
H -0.21033 0.07827 2.93248
```

<Q>
Entry from the Open Molecules 2025 dataset: a structure of composition C4H12N2O2 (the ωB97M-V functional and the def2-TZVPD basis).

Values from the calculation:
HOMO	-7.545	eV
frontier orbital gap	8.3	eV
spin multiplicity	1

Geometry as XYZ:
```
20
C4H12N2O2 the ωB97M-V functional and the def2-TZVPD basis
C 0.55019 0.75795 -0.03216
C -0.45075 -0.31098 0.12750
C 0.44659 1.79016 2.29829
C 0.15914 -2.64726 -1.55188
N -0.29047 1.26459 1.16238
N 0.28042 -1.23542 -1.29301
O -1.32872 2.15413 0.78130
O -0.27452 -0.54333 -2.46158
H -2.14348 1.76336 1.12931
H 0.49130 -0.35810 -3.02484
H 1.55554 0.49490 0.27667
H 0.42498 1.39900 -0.89960
H -1.42915 -0.16897 -0.32818
H -0.30927 -1.02712 0.92973
H -0.23440 1.93599 3.13764
H -0.87960 -2.97342 -1.72373
H 0.73989 -2.93562 -2.44393
H 0.90271 2.74967 2.03971
H 1.22115 1.07474 2.56881
H 0.56843 -3.18427 -0.69242
```

It is <Q> that is the least stable of them.

<P>
Entry from the Open Molecules 2025 dataset: a cluster of 2 separate species, C4H12N2O2 in total (the ωB97M-V functional and the def2-TZVPD basis).

Values from the calculation:
HOMO	-9.417	eV
frontier orbital gap	9.9	eV
spin multiplicity	1
SMILES	CC(C)NC(N)=O.O

Geometry as XYZ:
```
20
C4H12N2O2 the ωB97M-V functional and the def2-TZVPD basis
C -1.03688 -0.73594 1.07398
C 0.10702 -0.04733 0.41835
C -0.12030 1.47488 0.38329
N 0.45373 -0.70206 -0.90411
C -0.47550 -0.69325 -2.02130
N 0.14102 -0.88170 -3.25500
O -1.65606 -0.59152 -2.08736
H -1.66792 -1.08629 0.19255
H -0.80885 -1.43477 1.82149
H -1.77059 0.04555 1.70337
H 1.08795 -0.39293 0.95951
H 0.71667 1.99345 0.13004
H -0.54201 1.79108 1.47736
H -0.83174 1.59436 -0.35326
H 1.43786 -0.89313 -1.05663
H 1.08626 -1.23141 -3.45184
H -0.47600 -1.16656 -4.01982
O 1.13793 0.79091 2.88045
H 1.12667 1.64182 3.36740
H 2.09075 0.52483 2.74150
```

<Q>
Entry from the Open Molecules 2025 dataset: a cluster of 2 separate species, C4H12N2O2 in total (the ωB97M-V functional and the def2-TZVPD basis).

Values from the calculation:
HOMO	-9.148	eV
frontier orbital gap	9.9	eV
spin multiplicity	1
SMILES	C[C@@H](CN)NC=O.O

Geometry as XYZ:
```
20
C4H12N2O2 the ωB97M-V functional and the def2-TZVPD basis
C -1.42375 -0.27234 -0.61017
C 0.03517 0.04975 -1.11785
C 0.81419 1.19716 -0.42098
N 0.82562 2.44601 -1.10556
N 0.78297 -1.21890 -1.04083
C 0.96635 -1.83576 0.19412
O 0.71143 -1.17991 1.18318
H -1.68715 0.56710 0.02433
H -1.46455 -1.14867 0.04379
H -2.15950 -0.28913 -1.39826
H 0.06170 0.18431 -2.19041
H 0.48844 1.32713 0.63053
H 1.85415 0.93886 -0.12459
H -0.03645 2.97590 -1.05216
H 1.09785 2.35181 -2.07559
H 0.94906 -1.70620 -1.90161
H 0.81807 -2.93251 0.14909
O -1.19011 -0.23869 3.74561
H -0.81257 -1.05562 4.12137
H -0.63090 -0.16029 2.94598
```

It is <P> that is the least stable of them.